ORCA calculation (wB97M-V/def2-TZVPD) on a molecular structure, C24H18F10N7PbS at a distorted geometry.

E, eV: -78857.170
HOMO level (spin up / spin down), eV: -10.962 / -10.657
F_max, Eh/bohr: 0.05192
Charge: +1
2S+1: 1
HOMO-LUMO gap (spin up / spin down), eV: 7.2 / 5.2

The geometry in XYZ format:
```
61
Properties=species:S:1:pos:R:3:forces:R:3:nbo_charge:R:1
Pb -0.2628 0.1109 0.0230 -0.3 -1.1 -0.7 1.211
N -0.1148 -2.5888 3.9754 0.4 0.0 0.6 -0.880
C -0.8168 -1.8597 2.9924 0.3 0.3 -1.0 0.405
S 0.1523 -0.4024 2.5318 0.1 0.1 0.5 -0.412
N -2.2024 -2.3840 0.9131 -1.2 -2.3 -0.7 -0.134
N -2.5272 -1.2110 0.7248 1.0 2.3 -0.5 -0.124
C -3.6037 -0.5555 0.5433 -0.9 -0.8 0.7 0.017
C -3.6761 0.6995 -0.1699 -0.1 0.9 -0.4 0.152
C -4.8656 1.4350 -0.1892 0.3 -0.2 0.0 -0.205
C -4.9170 2.6112 -0.9182 0.2 -0.1 0.0 -0.145
C -3.7883 3.0236 -1.6085 0.0 -0.1 0.1 -0.240
C -2.6449 2.2418 -1.5165 -0.2 0.2 -0.1 0.050
N -2.5841 1.1171 -0.8264 -0.7 0.0 0.0 -0.472
H 0.6730 -2.0712 4.3412 -0.1 0.1 0.0 0.398
H -0.7083 -2.8602 4.7503 -0.1 -0.1 -0.1 0.394
H -4.5248 -0.9443 0.9695 -0.1 -0.2 -0.1 0.210
H -5.7286 1.0925 0.3598 -0.1 -0.1 0.1 0.233
H -5.8236 3.1942 -0.9487 -0.1 0.1 0.0 0.236
H -3.7934 3.9278 -2.1954 0.0 0.1 -0.1 0.235
H -1.7361 2.5397 -2.0204 0.2 0.0 -0.1 0.196
C 3.1060 -0.1332 0.9112 0.1 -0.1 0.1 -0.427
N 2.2266 -0.0183 -0.2450 0.3 0.1 0.1 -0.495
C 2.3025 -1.1957 -1.1143 -0.1 -0.2 0.0 -0.232
C 1.8437 -2.4785 -0.4122 0.5 -0.1 -0.2 -0.266
N 0.5701 -2.3263 0.2571 -0.6 -0.8 0.5 -0.482
C 0.0981 -3.2188 1.0551 0.3 0.3 -0.4 0.271
C -1.1969 -2.8800 1.7828 0.3 0.7 1.3 -0.088
F -2.0502 -1.4277 3.4466 -0.3 -0.1 0.3 -0.373
C -1.8445 -4.0516 2.4791 0.3 -0.8 0.2 0.397
F -3.0723 -3.8227 2.9377 0.2 -0.2 -0.1 -0.280
C -1.2186 -5.2193 2.7185 -1.0 0.9 -0.1 0.253
F -1.7803 -6.1953 3.4211 0.1 0.0 -0.1 -0.271
C 0.0898 -5.4340 2.1731 0.7 0.6 -0.7 0.362
F 0.6788 -6.5934 2.4121 -0.2 0.3 0.0 -0.260
C 0.6959 -4.4894 1.4043 0.1 -0.9 0.4 0.275
F 1.9083 -4.7922 0.9107 0.0 -0.1 0.0 -0.308
C 2.4505 1.2405 -0.9621 -0.2 0.0 0.1 -0.233
C 2.0278 2.4617 -0.1331 0.6 -0.1 -0.4 -0.282
N 0.7076 2.3011 0.4275 0.1 0.8 0.8 -0.435
C 0.2098 3.2187 1.2579 0.1 0.3 0.0 0.090
C -1.0480 3.0059 1.8865 -0.8 -0.5 0.3 0.359
F -1.7549 1.8934 1.6053 0.5 0.8 0.1 -0.281
C -1.6179 3.8603 2.8065 -0.3 -0.4 -0.1 0.275
F -2.7953 3.5373 3.3412 0.4 0.2 -0.1 -0.265
C -0.9781 5.0459 3.1621 -0.2 0.1 0.2 0.354
F -1.5097 5.8638 4.0616 0.3 -0.4 -0.6 -0.247
C 0.2324 5.3429 2.5359 0.4 0.1 -0.1 0.276
F 0.8502 6.4859 2.8181 -0.1 -0.3 0.0 -0.263
C 0.8025 4.4660 1.6264 0.4 0.6 0.1 0.336
F 1.9679 4.8482 1.0792 -0.5 -0.2 0.2 -0.283
H 4.1587 -0.1334 0.6095 0.1 0.0 0.0 0.192
H 2.8832 -1.0444 1.4582 0.0 0.0 0.0 0.230
H 2.9241 0.6953 1.5898 0.1 0.0 0.1 0.210
H 3.3299 -1.3623 -1.4669 -0.1 0.1 -0.1 0.209
H 1.6624 -1.0137 -1.9810 0.1 0.1 -0.1 0.211
H 2.6185 -2.7929 0.2877 0.0 0.0 -0.1 0.218
H 1.7576 -3.2633 -1.1710 0.2 0.1 0.0 0.233
H 1.8596 1.2163 -1.8814 0.0 -0.1 -0.1 0.214
H 3.5080 1.3570 -1.2352 -0.1 0.0 -0.1 0.213
H 2.0689 3.3371 -0.7930 0.0 -0.1 0.1 0.239
H 2.7639 2.6335 0.6596 -0.1 0.1 0.0 0.228
```
Positions in Å, forces in eV/Å.

---

ORCA calculation (wB97M-V/def2-TZVPD) on 2 unconnected molecules or ions with the total composition C4H6IN2O at a distorted geometry.

E, eV: -17362.941
HOMO level, eV: -13.658
F_max, Eh/bohr: 0.09660
ΔE to the lowest compared entry with this formula, charge and spin, kJ/mol: 265.1
Charge: +1
2S+1: 1
HOMO-LUMO gap, eV: 9.0

The geometry in XYZ format:
```
14
Properties=species:S:1:pos:R:3:forces:R:3:nbo_charge:R:1
C -1.0260 1.9018 -0.3506 0.3 0.3 0.0 0.029
C 0.4506 2.1022 -0.5896 1.3 0.2 -0.6 0.393
C -0.3995 -1.4295 -0.2825 -1.9 -0.7 -4.5 0.755
C 0.0453 -1.2492 0.9947 -3.3 -0.8 2.5 -0.786
N -1.4334 0.7417 -0.2077 0.3 -1.8 0.1 -0.615
N -0.7439 -1.8456 -1.3143 1.7 0.6 3.4 -0.473
O 1.3239 1.2746 -0.3507 -1.9 1.8 -0.5 -0.484
I -3.2718 0.0131 0.1373 -0.8 0.6 0.0 0.407
H -1.6349 2.7682 -0.3956 -0.7 1.0 0.1 0.194
H 0.5749 3.1463 -1.0900 0.7 -1.5 0.7 0.151
H 0.1117 -2.3035 1.2796 0.9 0.3 1.1 0.308
H -0.7550 -0.6563 1.5785 0.9 -1.5 -0.7 0.323
H 0.7827 -0.5567 0.9490 3.3 1.5 0.3 0.325
H -1.2390 -1.7637 -2.1406 -0.9 0.0 -1.9 0.472
```
Positions in Å, forces in eV/Å.